1.
The following is a DFT calculation (wB97M-V/def2-TZVPD) of the molecule C20H28N4O3S.

Output
- E_HOMO: -8.02 eV
- Calculated total energy: -1621.9300 Ha
- Largest force on an atom: 0.83 eV/Å
- Structure (SMILES): CCNC(=S)N1[C@@H]2CC[C@H]1C[C@H](NC(=O)Nc1ccc(C(=O)OCC)cc1)C2
- Gap between HOMO and LUMO: 8.42 eV

Geometry (Å):
C  -6.96  0.67  0.52
C  -6.51  -0.78  0.65
N  -5.10  -0.88  0.93
C  -4.17  -1.28  0.03
S  -4.61  -1.82  -1.48
N  -2.88  -1.30  0.42
C  -1.79  -1.54  -0.51
C  -0.66  -2.00  0.41
C  -0.97  -1.32  1.75
C  -2.27  -0.54  1.49
C  -2.01  0.88  0.98
C  -1.04  0.84  -0.21
N  -0.96  2.14  -0.87
C  -0.27  3.22  -0.42
O  -0.66  4.36  -0.60
N  0.90  3.00  0.29
C  1.88  2.02  0.12
C  1.94  1.22  -1.02
C  2.92  0.25  -1.12
C  3.86  0.07  -0.11
C  4.88  -0.99  -0.27
O  4.91  -1.76  -1.21
O  5.76  -1.01  0.74
C  6.80  -1.98  0.67
C  7.95  -1.50  -0.20
C  3.82  0.90  1.01
C  2.84  1.87  1.12
C  -1.47  -0.22  -1.23
H  -8.03  0.71  0.33
H  -6.44  1.15  -0.30
H  -6.75  1.22  1.44
H  -6.70  -1.32  -0.28
H  -7.06  -1.27  1.46
H  -4.79  -0.51  1.81
H  -2.09  -2.30  -1.24
H  0.32  -1.72  0.02
H  -0.68  -3.08  0.51
H  -0.18  -0.66  2.09
H  -1.14  -2.07  2.53
H  -2.90  -0.51  2.39
H  -1.59  1.51  1.77
H  -2.96  1.32  0.67
H  -0.05  0.59  0.16
H  -1.81  2.41  -1.34
H  1.20  3.82  0.80
H  1.23  1.36  -1.81
H  2.97  -0.38  -2.00
H  7.12  -2.14  1.70
H  6.39  -2.91  0.26
H  8.75  -2.23  -0.18
H  8.33  -0.55  0.17
H  7.62  -1.37  -1.23
H  4.56  0.78  1.78
H  2.81  2.51  1.99
H  -0.68  -0.38  -1.96
H  -2.36  0.10  -1.76

The natural (NBO) scheme yields these atomic charges, measured in e: -0.61 -0.23 -0.60 0.32 -0.30 -0.45 -0.05 -0.42 -0.41 -0.03 -0.42 -0.06 -0.64 0.79 -0.63 -0.64 0.18 -0.24 -0.15 -0.21 0.78 -0.60 -0.51 -0.07 -0.63 -0.13 -0.27 -0.42 0.22 0.21 0.20 0.25 0.19 0.39 0.26 0.22 0.22 0.21 0.22 0.20 0.22 0.21 0.22 0.41 0.42 0.23 0.24 0.19 0.20 0.22 0.21 0.22 0.23 0.21 0.22 0.23

***

2.
The following is a DFT calculation (wB97M-V/def2-TZVPD) of the ion C20H28NO2 with charge +1.

Output
- E_HOMO: -10.84 eV
- Calculated total energy: -983.9096 Ha
- Charge: +1
- Largest force on an atom: 0.82 eV/Å
- Structure (SMILES): CC(C)(c1ccccc1)c1ccc(OCCC[NH2+]CCO)cc1
- Gap between HOMO and LUMO: 8.28 eV

Geometry (Å):
C  -3.13  -2.18  -1.31
C  -2.89  -1.35  -0.04
C  -3.43  -2.14  1.16
C  -3.60  -0.02  -0.24
C  -4.80  0.30  0.37
C  -5.42  1.52  0.12
C  -4.84  2.44  -0.74
C  -3.64  2.12  -1.36
C  -3.03  0.91  -1.11
C  -1.42  -1.09  0.24
C  -1.09  -0.13  1.19
C  0.23  0.13  1.53
C  1.24  -0.57  0.90
O  2.61  -0.40  1.14
C  3.05  0.57  2.06
C  3.16  1.96  1.42
C  4.16  1.95  0.26
N  3.68  1.03  -0.80
C  4.68  0.66  -1.84
C  5.47  -0.55  -1.34
O  4.51  -1.49  -0.94
C  0.93  -1.51  -0.07
C  -0.39  -1.77  -0.39
H  -4.20  -2.24  -1.50
H  -2.66  -1.72  -2.17
H  -2.75  -3.19  -1.19
H  -3.40  -1.55  2.07
H  -2.81  -3.03  1.32
H  -4.45  -2.47  0.98
H  -5.28  -0.39  1.04
H  -6.35  1.75  0.60
H  -5.32  3.38  -0.93
H  -3.18  2.83  -2.04
H  -2.09  0.67  -1.59
H  -1.87  0.42  1.69
H  0.43  0.88  2.28
H  4.04  0.23  2.38
H  2.41  0.60  2.94
H  2.18  2.27  1.06
H  3.49  2.67  2.17
H  5.13  1.59  0.61
H  4.29  2.95  -0.16
H  3.39  0.13  -0.30
H  2.84  1.42  -1.23
H  5.33  1.51  -2.05
H  4.15  0.38  -2.74
H  6.10  -0.92  -2.16
H  6.13  -0.28  -0.50
H  4.93  -2.33  -0.70
H  1.73  -2.05  -0.55
H  -0.60  -2.52  -1.14

The natural (NBO) scheme yields these atomic charges, measured in e: -0.60 -0.10 -0.60 -0.02 -0.22 -0.20 -0.21 -0.22 -0.17 -0.01 -0.12 -0.31 0.26 -0.53 -0.07 -0.45 -0.22 -0.56 -0.24 -0.08 -0.73 -0.27 -0.19 0.23 0.21 0.21 0.21 0.22 0.22 0.22 0.22 0.22 0.21 0.20 0.22 0.22 0.20 0.21 0.22 0.25 0.22 0.23 0.51 0.43 0.23 0.24 0.21 0.17 0.50 0.23 0.23

***

3.
The following is a DFT calculation (wB97M-V/def2-TZVPD) of a structure of composition C20H28NO2SSn.

Output
- E_HOMO: -3.74 eV
- Calculated total energy: -1596.5561 Ha
- Charge: -1
- Largest force on an atom: 4.43 eV/Å
- Gap between HOMO and LUMO: 5.76 eV

Geometry (Å):
O  1.38  4.23  -1.13
C  0.75  4.91  -2.26
C  1.91  5.91  -2.44
H  -0.19  5.38  -1.97
H  0.62  4.24  -3.12
C  2.50  5.16  -1.21
H  1.64  6.95  -2.24
H  2.48  5.78  -3.36
C  2.62  6.05  0.01
H  1.69  6.60  0.20
H  3.42  6.78  -0.15
H  2.87  5.45  0.89
C  3.81  4.45  -1.50
H  3.74  3.83  -2.40
H  4.09  3.82  -0.65
H  4.60  5.19  -1.65
Sn  -1.82  -3.34  1.12
C  -0.43  -5.13  -0.08
C  -1.67  -4.93  -0.81
C  -1.56  -3.70  -1.53
H  -2.47  -5.65  -0.93
C  -0.24  -3.20  -1.35
C  0.45  -4.06  -0.44
H  1.49  -3.95  -0.13
H  -0.13  -6.03  0.47
H  -2.33  -3.29  -2.18
H  0.18  -2.34  -1.86
C  -1.36  -3.83  3.69
C  -0.05  -3.61  3.15
C  0.03  -2.23  2.77
H  0.78  -4.32  3.14
C  -1.24  -1.62  3.01
C  -2.12  -2.62  3.56
H  -3.15  -2.44  3.92
H  -1.66  -4.73  4.22
H  0.93  -1.70  2.45
H  -1.48  -0.56  2.89
O  -1.08  -0.71  0.16
C  0.20  -0.06  0.15
C  0.17  0.97  -0.98
H  0.99  -0.82  0.04
H  0.34  0.44  1.12
C  -1.32  1.34  -1.04
H  0.47  0.49  -1.92
H  0.81  1.83  -0.80
C  -1.99  0.01  -0.69
H  -1.63  1.74  -2.01
H  -1.53  2.08  -0.27
H  -2.14  -0.58  -1.61
H  -2.95  0.11  -0.18
S  -3.51  -7.50  2.34
C  -3.42  -5.97  1.92
N  -3.47  -4.80  1.64

The natural (NBO) scheme yields these atomic charges, measured in e: -0.54 -0.06 -0.46 0.18 0.18 0.27 0.21 0.21 -0.63 0.21 0.21 0.22 -0.63 0.22 0.22 0.21 1.24 -0.40 -0.40 -0.37 0.24 -0.32 -0.32 0.21 0.23 0.21 0.20 -0.35 -0.33 -0.37 0.22 -0.35 -0.40 0.23 0.23 0.21 0.22 -0.53 -0.07 -0.43 0.20 0.17 -0.43 0.19 0.23 -0.07 0.20 0.20 0.17 0.19 -0.26 0.14 -0.73

***

4.
The following is a DFT calculation (wB97M-V/def2-TZVPD) of the molecule C20H28NO4P.

Output
- E_HOMO: -7.94 eV
- Calculated total energy: -1476.0233 Ha
- Largest force on an atom: 1.02 eV/Å
- Structure (SMILES): COc1ccccc1[C@H](O)[P@](=O)(OCC(C)C)c1ccc(N(C)C)cc1
- Gap between HOMO and LUMO: 8.46 eV

Geometry (Å):
C  -2.36  0.49  2.25
O  -1.98  0.74  0.92
C  -1.34  1.92  0.62
C  -1.08  2.91  1.57
C  -0.41  4.07  1.20
C  -0.01  4.25  -0.11
C  -0.28  3.28  -1.05
C  -0.95  2.11  -0.71
C  -1.12  1.04  -1.74
O  -2.30  0.31  -1.72
P  0.44  -0.01  -1.60
O  1.56  0.61  -2.33
O  0.03  -1.48  -2.14
C  0.59  -1.96  -3.35
C  -0.48  -2.21  -4.42
C  -1.19  -0.91  -4.79
C  0.17  -2.85  -5.64
C  0.74  -0.32  0.16
C  1.50  0.61  0.86
C  1.72  0.46  2.21
C  1.19  -0.63  2.92
N  1.35  -0.76  4.27
C  2.24  0.13  4.97
C  1.02  -2.01  4.92
C  0.43  -1.57  2.18
C  0.21  -1.41  0.83
H  -2.81  -0.50  2.24
H  -3.10  1.22  2.60
H  -1.49  0.49  2.92
H  -1.38  2.78  2.59
H  -0.20  4.82  1.95
H  0.52  5.15  -0.39
H  0.04  3.41  -2.07
H  -1.05  1.49  -2.74
H  -2.42  -0.02  -0.81
H  1.33  -1.24  -3.72
H  1.10  -2.90  -3.12
H  -1.22  -2.90  -4.00
H  -1.73  -0.52  -3.94
H  -1.89  -1.08  -5.60
H  -0.46  -0.17  -5.12
H  0.91  -2.18  -6.07
H  -0.58  -3.06  -6.40
H  0.66  -3.78  -5.38
H  1.92  1.45  0.33
H  2.32  1.20  2.72
H  1.92  1.17  4.84
H  3.28  0.04  4.63
H  2.21  -0.09  6.04
H  1.54  -2.86  4.46
H  1.30  -1.96  5.97
H  -0.06  -2.20  4.86
H  0.01  -2.43  2.67
H  -0.38  -2.13  0.29

The natural (NBO) scheme yields these atomic charges, measured in e: -0.25 -0.55 0.39 -0.31 -0.19 -0.24 -0.17 -0.14 -0.24 -0.71 2.15 -1.10 -0.82 -0.06 -0.24 -0.62 -0.60 -0.50 -0.14 -0.31 0.28 -0.44 -0.40 -0.40 -0.33 -0.14 0.20 0.18 0.19 0.22 0.21 0.22 0.22 0.22 0.49 0.20 0.18 0.20 0.23 0.21 0.20 0.20 0.21 0.21 0.23 0.22 0.20 0.19 0.21 0.19 0.21 0.20 0.22 0.23

***

5.
The following is a DFT calculation (wB97M-V/def2-TZVPD) of a structure of composition C20H29BrN5OSY.

Output
- E_HOMO: -13.69 eV
- Calculated total energy: -4138.5761 Ha
- Charge: +2
- Largest force on an atom: 0.96 eV/Å
- Gap between HOMO and LUMO: 8.06 eV

Geometry (Å):
Y  0.15  -0.12  0.07
O  -2.00  -1.29  6.13
C  -1.45  -1.01  4.94
C  -0.37  -0.14  4.78
C  0.10  0.06  3.52
N  -0.43  -0.54  2.43
C  -1.44  -1.37  2.63
Br  -2.07  -2.21  1.07
C  -2.00  -1.66  3.84
H  -1.56  -0.81  6.84
H  0.08  0.36  5.62
H  0.94  0.72  3.34
H  -2.83  -2.35  3.95
C  1.09  2.57  -1.66
N  0.96  2.25  -0.22
C  2.21  2.58  0.48
C  -0.14  3.07  0.37
C  -1.49  2.58  -0.09
C  -2.54  3.48  -0.23
C  -3.79  3.03  -0.63
C  -3.99  1.68  -0.91
C  -2.93  0.80  -0.77
C  -1.65  1.22  -0.35
H  1.36  3.62  -1.79
H  0.15  2.38  -2.16
H  1.88  1.95  -2.10
H  2.41  3.65  0.42
H  3.04  2.03  0.04
H  2.14  2.30  1.53
H  -0.05  4.13  0.11
H  -0.05  2.99  1.46
H  -2.39  4.54  -0.04
H  -4.61  3.73  -0.74
H  -4.97  1.33  -1.23
H  -3.11  -0.25  -1.00
N  0.67  -3.47  -1.38
C  0.54  -2.33  -1.28
H  0.75  -4.47  -1.49
C  5.91  1.57  0.57
N  4.90  0.69  1.19
C  4.63  1.00  2.60
C  4.25  -0.24  0.50
S  2.71  -0.85  1.04
N  4.84  -0.75  -0.59
C  4.09  -1.46  -1.63
C  6.31  -0.96  -0.65
H  5.74  2.58  0.95
H  5.78  1.58  -0.51
H  6.93  1.28  0.81
H  5.56  0.90  3.15
H  3.90  0.31  3.00
H  4.27  2.02  2.69
H  3.09  -1.07  -1.70
H  4.05  -2.53  -1.41
H  4.60  -1.31  -2.57
H  6.74  -0.87  0.34
H  6.80  -0.28  -1.34
H  6.47  -1.98  -1.00

The natural (NBO) scheme yields these atomic charges, measured in e: 1.84 -0.60 0.41 -0.31 0.09 -0.65 0.18 0.21 -0.31 0.50 0.25 0.22 0.28 -0.43 -0.54 -0.41 -0.25 -0.05 -0.21 -0.17 -0.23 -0.12 -0.73 0.22 0.24 0.21 0.21 0.21 0.21 0.22 0.21 0.22 0.23 0.23 0.19 -0.55 0.23 0.49 -0.42 -0.40 -0.41 0.43 -0.38 -0.41 -0.40 -0.41 0.23 0.22 0.23 0.23 0.24 0.21 0.20 0.21 0.23 0.22 0.22 0.23

***

6.
The following is a DFT calculation (wB97M-V/def2-TZVPD) of a structure of composition C20H29ClHgNP.

Output
- E_HOMO: -6.83 eV
- Calculated total energy: -1789.0858 Ha
- Largest force on an atom: 1.56 eV/Å
- Gap between HOMO and LUMO: 7.40 eV

Geometry (Å):
C  0.65  -0.06  -4.44
C  1.61  0.49  -3.58
C  1.34  0.60  -2.20
C  0.15  0.10  -1.69
C  -0.82  -0.44  -2.55
C  -0.54  -0.56  -3.91
C  2.42  1.31  -1.40
C  2.03  2.06  -0.12
N  0.72  2.76  -0.09
Hg  -0.17  -0.06  0.51
C  -2.12  -0.97  -2.03
P  -2.48  -0.20  -0.40
H  2.56  0.86  -3.98
H  -1.27  -1.04  -4.56
H  0.85  -0.10  -5.51
H  -2.06  -2.05  -1.85
H  -2.96  -0.74  -2.70
H  3.18  0.56  -1.09
H  2.95  2.04  -2.03
H  2.01  1.34  0.73
C  -3.86  -1.11  0.33
C  -3.08  1.45  -0.84
H  2.84  2.81  0.08
C  0.24  3.26  -1.39
C  0.77  3.88  0.87
H  -1.96  -0.11  3.86
H  0.20  4.36  -1.37
H  0.89  2.97  -2.22
H  -0.77  2.88  -1.59
H  0.70  4.84  0.33
H  -0.04  3.84  1.60
H  1.73  3.90  1.40
H  -4.09  1.36  -1.27
H  -3.11  2.08  0.06
H  -2.43  1.93  -1.59
H  -4.69  -1.17  -0.40
H  -3.54  -2.13  0.59
H  -4.19  -0.59  1.24
H  -1.60  0.48  3.51
Cl  0.83  -3.82  0.14
C  1.06  -3.54  1.83
C  0.92  -4.59  2.74
C  0.99  -4.32  4.12
C  1.17  -3.02  4.57
C  1.37  -1.98  3.67
C  1.35  -2.22  2.28
C  1.60  -1.10  1.33
H  0.77  -5.59  2.36
H  0.89  -5.14  4.82
H  1.18  -2.79  5.64
H  1.58  -0.96  4.01
H  2.17  -0.29  1.76
H  2.07  -1.47  0.41

The natural (NBO) scheme yields these atomic charges, measured in e: -0.23 -0.22 -0.06 -0.61 0.02 -0.24 -0.45 -0.21 -0.49 1.24 -0.76 0.83 0.20 0.20 0.21 0.25 0.23 0.23 0.21 0.19 -0.96 -0.96 0.17 -0.41 -0.41 0.01 0.18 0.21 0.19 0.18 0.19 0.19 0.23 0.25 0.26 0.23 0.26 0.25 -0.01 -0.01 -0.06 -0.22 -0.24 -0.21 -0.21 -0.04 -0.89 0.22 0.21 0.21 0.21 0.21 0.23

***

7.
The following is a DFT calculation (wB97M-V/def2-TZVPD) of the molecule C20H29ClN2O.

Output
- E_HOMO: -8.10 eV
- Calculated total energy: -1424.4140 Ha
- Largest force on an atom: 0.59 eV/Å
- Structure (SMILES): OCC[C@@H]1CN(C/C(Cl)=C/c2ccccc2)CCN1C1CCCC1
- Gap between HOMO and LUMO: 8.70 eV

Geometry (Å):
O  -5.28  -0.81  0.59
C  -4.88  -1.80  -0.31
C  -3.39  -2.14  -0.21
C  -2.49  -1.00  -0.71
C  -1.02  -1.42  -0.67
N  -0.62  -1.62  0.71
C  0.64  -2.33  0.87
C  1.84  -1.62  0.30
Cl  2.19  -2.03  -1.35
C  2.55  -0.72  0.97
C  3.68  0.09  0.51
C  3.73  0.65  -0.77
C  4.82  1.41  -1.16
C  5.87  1.63  -0.28
C  5.82  1.09  0.99
C  4.73  0.34  1.39
C  -0.69  -0.36  1.42
C  -2.13  0.18  1.37
N  -2.73  0.22  0.05
C  -2.75  1.48  -0.67
C  -1.41  2.26  -0.80
C  -1.60  3.55  -0.01
C  -3.09  3.85  -0.17
C  -3.73  2.48  -0.01
H  -4.63  -0.09  0.51
H  -5.48  -2.69  -0.09
H  -5.11  -1.49  -1.35
H  -3.19  -3.03  -0.82
H  -3.13  -2.38  0.82
H  -2.76  -0.79  -1.76
H  -0.89  -2.36  -1.21
H  -0.41  -0.65  -1.17
H  0.79  -2.48  1.95
H  0.52  -3.31  0.40
H  2.31  -0.60  2.02
H  2.91  0.51  -1.45
H  4.84  1.84  -2.15
H  6.72  2.22  -0.59
H  6.63  1.26  1.69
H  4.69  -0.08  2.38
H  -0.42  -0.54  2.47
H  0.02  0.38  1.02
H  -2.14  1.18  1.80
H  -2.75  -0.47  2.01
H  -3.11  1.24  -1.67
H  -1.23  2.49  -1.85
H  -0.56  1.68  -0.44
H  -1.36  3.39  1.05
H  -0.97  4.36  -0.38
H  -3.28  4.24  -1.17
H  -3.46  4.57  0.56
H  -3.85  2.24  1.04
H  -4.72  2.43  -0.48

The natural (NBO) scheme yields these atomic charges, measured in e: -0.74 -0.05 -0.44 -0.04 -0.23 -0.44 -0.25 -0.02 -0.01 -0.23 -0.09 -0.18 -0.21 -0.21 -0.23 -0.13 -0.24 -0.22 -0.50 -0.03 -0.43 -0.40 -0.41 -0.41 0.49 0.18 0.14 0.21 0.22 0.20 0.21 0.17 0.21 0.22 0.22 0.22 0.21 0.21 0.21 0.20 0.20 0.17 0.21 0.20 0.20 0.21 0.21 0.19 0.21 0.20 0.21 0.20 0.22

***

8.
The following is a DFT calculation (wB97M-V/def2-TZVPD) of a structure of composition C20H29CsF3N2O3P2.

Output
- E_HOMO: -9.36 eV
- Calculated total energy: -2116.7699 Ha
- Charge: +1
- Largest force on an atom: 5.74 eV/Å
- Gap between HOMO and LUMO: 6.04 eV

Geometry (Å):
C  -3.70  4.27  2.01
C  -2.46  3.25  2.05
P  -2.98  1.51  1.56
C  -4.55  1.48  0.52
C  -4.43  0.62  -0.83
C  -1.59  0.56  0.74
C  -1.44  -0.83  1.20
C  -0.34  -1.69  0.65
C  -0.24  -3.15  1.23
C  1.13  -3.43  2.00
O  0.86  -3.79  3.37
C  1.82  -4.72  3.85
C  3.14  -4.01  4.38
F  3.23  -4.13  5.76
F  4.22  -4.62  3.77
F  3.18  -2.66  4.12
C  0.59  -1.15  -0.36
P  1.94  -2.31  -0.95
C  1.11  -3.90  -1.58
O  2.76  -1.73  -2.31
C  0.42  0.29  -0.82
N  1.33  0.76  -1.75
C  1.13  2.06  -2.12
C  2.19  2.67  -3.16
O  3.45  1.96  -2.94
C  3.60  0.90  -3.91
C  -0.01  2.86  -1.59
C  -0.16  4.34  -2.14
N  -0.94  2.47  -0.68
C  -0.67  1.16  -0.31
H  -4.67  3.73  2.17
H  -3.57  5.05  2.81
H  -3.77  4.78  1.02
H  -1.57  3.66  1.51
H  -2.16  3.21  3.14
H  -5.33  0.94  1.14
H  -5.00  2.50  0.34
H  -4.13  -0.41  -0.52
H  -5.46  0.58  -1.28
H  -3.69  1.15  -1.48
H  -2.14  -1.23  1.99
H  -0.48  -3.94  0.47
H  -1.04  -3.26  2.02
H  1.75  -2.49  1.97
H  1.65  -4.26  1.44
H  1.35  -5.27  4.72
H  2.10  -5.51  3.10
H  0.00  -3.77  -1.71
H  1.32  -4.67  -0.77
H  1.63  -4.30  -2.50
H  2.32  -2.11  -3.10
H  2.42  3.78  -2.88
H  1.82  2.56  -4.22
H  4.33  1.14  -4.73
H  2.63  0.58  -4.37
H  3.99  -0.01  -3.36
H  -1.27  4.48  -2.27
H  0.22  5.08  -1.37
H  0.29  4.48  -3.15
Cs  3.83  4.52  -1.90

The Löwdin scheme yields these atomic charges, measured in e: -0.17 -0.43 0.97 -0.43 -0.16 -0.29 -0.03 -0.18 -0.13 -0.21 -0.13 -0.09 -0.46 0.09 0.09 0.11 -0.22 0.94 -0.26 -0.36 -0.16 0.16 -0.15 -0.32 -0.37 -0.09 -0.22 -0.04 0.15 -0.18 0.06 0.07 0.07 0.05 0.07 0.07 0.07 0.06 0.08 0.06 0.11 0.10 0.12 0.11 0.11 0.15 0.14 0.05 0.03 0.05 0.05 -0.21 0.14 0.10 0.10 0.09 0.10 0.08 0.07 1.40